1.
Below is a 15-piece molecular cluster, C47H103Br2F2N10O26S2 overall at a distorted geometry, with properties calculated with wB97M-V/def2-TZVPD.

Spin multiplicity ... 2
<S²> ... 0.7556
Gap between HOMO and LUMO ... 3.4677 eV
Total charge ... -2

CARTESIAN COORDINATES (ANGSTROEM)
C -1.3478 -3.6990 3.6992
C -0.5007 -2.8451 2.6855
C -0.6067 -1.3630 3.1185
C 0.3205 -0.9533 4.3084
C 1.7822 -1.3519 4.1143
C 1.9983 -2.8842 3.7956
N 0.9846 -3.2628 2.6723
O 1.3037 -4.3335 1.7926
C 1.7590 -3.7117 5.0936
C 3.4119 -3.0875 3.2028
C -1.0035 -3.0224 1.2279
H -1.1371 -4.7668 3.6395
H -2.4299 -3.6835 3.5689
H -1.1481 -3.4084 4.7306
H -1.6550 -1.2691 3.4019
H -0.3573 -0.6296 2.3517
H -0.1418 -1.3758 5.2005
H 0.3019 0.1162 4.5177
H 2.3851 -0.8585 4.8766
H 2.1789 -0.7891 3.2694
H 1.0406 -3.3410 5.8247
H 2.7053 -3.9286 5.5892
H 1.4271 -4.6983 4.7702
H 3.6591 -4.1479 3.1531
H 4.2114 -2.6109 3.7701
H 3.6450 -2.7127 2.2062
H -1.0834 -4.0955 1.0538
H -0.2846 -2.5456 0.5616
H -1.9966 -2.6157 1.0369
C 2.8951 -3.9404 -4.4479
C 3.9495 -4.2091 -3.3115
N 3.6813 -3.2802 -2.0310
C 2.3377 -3.7900 -1.4996
C 4.8223 -3.5590 -0.9901
C 4.8045 -4.8708 -0.1816
C 3.5457 -1.7690 -2.3471
C 4.6611 -1.1150 -3.1298
O 5.8051 -1.2903 -2.3419
C 7.0256 -1.3697 -3.0645
H 2.0026 -4.5441 -4.2832
H 3.3495 -4.3172 -5.3643
H 2.5571 -2.9096 -4.5542
H 4.9517 -3.9114 -3.6199
H 4.0348 -5.2415 -2.9721
H 1.5279 -3.5539 -2.1899
H 2.1256 -3.2946 -0.5521
H 2.4437 -4.8716 -1.4155
H 4.8460 -2.7347 -0.2773
H 5.7822 -3.5338 -1.5058
H 4.8595 -5.8480 -0.6613
H 3.9611 -4.8632 0.5089
H 5.6849 -4.8509 0.4608
H 3.4110 -1.2707 -1.3871
H 2.5934 -1.7324 -2.8762
H 4.4052 -0.0558 -3.1552
H 4.8795 -1.3768 -4.1650
H 7.2009 -0.4349 -3.5970
H 7.0538 -2.1947 -3.7763
H 7.8529 -1.3697 -2.3548
C -1.3281 2.5647 -2.8349
C -0.9134 2.8711 -1.3766
N -0.0522 1.7552 -0.7069
C 1.3454 1.7134 -1.3722
C 0.0623 1.9933 0.8375
C 0.7279 3.3055 1.3185
C -0.6851 0.3196 -0.9163
C -2.2554 0.1851 -0.7605
O -2.6232 0.4244 0.5952
C -4.0120 0.3405 0.9139
H -1.8815 3.4047 -3.2546
H -2.0023 1.7106 -2.8990
H -0.4937 2.4242 -3.5219
H -1.8556 3.0591 -0.8619
H -0.4087 3.8369 -1.3491
H 1.3705 1.2804 -2.3722
H 2.0287 1.2394 -0.6676
H 1.6286 2.7609 -1.4753
H 0.6721 1.1917 1.2543
H -0.9654 1.9202 1.1935
H 0.1628 4.1604 0.9474
H 1.7377 3.4371 0.9297
H 0.6790 3.3846 2.4045
H -0.1464 -0.4970 -0.4354
H -0.4672 0.1276 -1.9669
H -2.5262 -0.8501 -0.9681
H -2.8932 0.7551 -1.4361
H -4.2425 -0.7122 0.7505
H -4.6706 0.8215 0.1907
H -4.1657 0.6770 1.9392
C -0.4717 -4.3024 -5.8371
C -0.7882 -5.0367 -4.6764
C -1.1689 -4.2736 -3.3839
O -1.7416 -4.9615 -2.5125
C -0.9197 -2.8565 -3.3753
C -0.5048 -2.1936 -4.5017
C -0.3538 -2.9417 -5.8347
O 0.0284 -2.4003 -6.9519
O -0.5652 -0.9004 -4.4691
O -0.9671 -6.2520 -4.6389
H -0.2052 -4.8563 -6.7251
H -1.1199 -2.3298 -2.4539
N 1.0392 1.2221 -6.6452
S 2.6489 1.0310 -6.1067
O 3.0332 1.5944 -4.8473
O 3.6641 0.8683 -7.1380
F 2.4133 -0.4825 -5.6710
S 1.2360 2.7330 -6.6031
O 2.0716 3.3225 -7.6254
O 1.0261 3.4040 -5.3311
F -0.2026 2.8656 -7.2657
O 2.0538 -1.0291 0.6919
H 2.4069 -1.6492 1.3592
C 5.0234 0.7251 0.5549
N 5.2981 -0.0517 1.8001
O 5.0076 0.5593 2.8077
O 5.9454 -1.1014 1.7700
H 3.9477 0.6714 0.3878
H 5.6156 0.4059 -0.3027
H 5.3436 1.7237 0.8521
C -2.9380 7.3210 -2.0490
N -2.0107 6.2860 -2.5539
O -0.9970 6.0673 -1.8587
O -2.1935 5.7639 -3.6581
H -3.9646 7.2120 -2.3988
H -2.4453 8.2407 -2.3644
H -2.9558 7.3683 -0.9602
C 3.9000 6.0134 2.2363
N 4.5648 5.3796 1.0461
O 5.5798 5.8883 0.5100
O 4.2983 4.2019 0.8063
H 3.3615 6.8345 1.7631
H 4.6703 6.4416 2.8778
H 3.3963 5.3039 2.8929
C -4.5683 -4.2939 -0.7375
N -4.5978 -4.3473 0.7836
O -4.9645 -5.4171 1.2769
O -4.3603 -3.3309 1.4595
H -4.3447 -5.2441 -1.2224
H -3.7708 -3.5802 -0.9442
H -5.5112 -3.8808 -1.0960
C -4.7991 5.6518 1.7650
N -3.8190 4.9673 0.8144
O -4.1061 3.8698 0.3382
O -2.7415 5.5556 0.6108
H -5.7883 5.7910 1.3288
H -4.3959 6.5761 2.1785
H -4.9780 4.9184 2.5513
C -3.1052 2.7442 -5.6946
N -4.4350 2.6689 -5.0473
O -4.4206 2.4002 -3.8411
O -5.4060 2.9144 -5.6929
H -2.6383 3.6543 -5.3179
H -3.0678 2.8035 -6.7823
H -2.4856 1.8805 -5.4532
Br -5.3355 -0.9207 -2.0460
C -4.1518 -1.7545 -3.4995
C -4.4843 -1.3688 -4.9014
Br -6.2044 -2.2701 -5.4829
H -4.1951 -2.8227 -3.2869
H -3.1442 -1.4288 -3.2412
H -3.6529 -1.6256 -5.5579
H -4.6161 -0.2873 -4.9326
C 1.9289 2.7712 4.5283
C 2.8473 2.5604 5.7832
O 2.3126 3.0699 6.9572
C 3.1150 2.7798 8.1314
C 2.2152 3.2166 9.3269
H 0.9005 2.4105 4.5527
H 1.8699 3.8348 4.2974
H 2.3976 2.2652 3.6843
H 3.0220 1.4851 5.8200
H 3.7788 3.1202 5.6997
H 3.4624 1.7636 8.3176
H 3.9416 3.4870 8.0634
H 1.3137 2.6160 9.4479
H 1.9421 4.2715 9.3033
H 2.7972 3.1665 10.2472
C -6.8766 2.3514 2.8955
C -7.1687 0.8777 2.7053
O -6.4141 0.1120 3.6977
C -6.1737 -1.2695 3.4946
C -5.2268 -1.5749 4.6455
H -7.0202 2.7203 3.9111
H -5.8579 2.6320 2.6279
H -7.5132 2.9174 2.2155
H -8.2554 0.8221 2.7694
H -6.8978 0.5731 1.6944
H -7.0381 -1.9330 3.5191
H -5.7082 -1.3186 2.5102
H -4.8687 -2.6025 4.7078
H -5.7182 -1.5161 5.6167
H -4.3787 -0.8903 4.6324

2.
Below is a 3-piece molecular cluster, C6H19NO2 overall at a distorted geometry, with properties calculated with wB97M-V/def2-TZVPD.

Energy above the lowest of the compared OMol25 structures with the same formula, charge and spin ... 141.88 kJ/mol
Spin multiplicity ... 1
Structure (SMILES) ... CCN[C@@H](C)CC.O.O
Gap between HOMO and LUMO ... 10.2573 eV
Total charge ... 0

CARTESIAN COORDINATES (ANGSTROEM)
C -0.5716 -0.9458 -2.7101
C 0.6943 -0.7769 -1.8074
N 0.1631 -0.0532 -0.5372
C 0.8108 -0.4781 0.6852
C 2.2415 0.1807 0.8617
C -0.0462 -0.1428 1.8912
C 0.5072 -0.3352 3.3301
H -1.3132 -1.7761 -2.4982
H -0.1900 -1.0552 -3.7382
H -1.1421 0.0209 -2.9292
H 1.4914 -0.2947 -2.4195
H 0.9931 -1.8476 -1.5378
H 0.4622 0.8884 -0.7475
H 0.9237 -1.5585 0.6678
H 2.1419 1.2663 0.8652
H 2.7556 -0.1267 1.7522
H 2.9519 -0.0178 -0.0007
H -0.3177 0.8604 1.9182
H -0.9361 -0.7674 1.8055
H 1.3431 0.2239 3.5145
H -0.3628 0.1090 3.9822
H 0.6990 -1.4327 3.6696
O -3.0622 0.1966 -0.6974
H -3.1163 0.1507 -1.7192
H -2.1642 -0.2401 -0.4574
O -1.5551 2.7499 -1.4010
H -2.1107 2.0317 -1.1509
H -1.2907 3.1704 -0.5913

3.
Below is C33H35As2CaN4 as an isolated structure at a distorted geometry, with properties calculated with wB97M-V/def2-TZVPD.

Energy above the lowest of the compared OMol25 structures with the same formula, charge and spin ... 250.47 kJ/mol
Spin multiplicity ... 1
Gap between HOMO and LUMO ... 4.2167 eV
Total charge ... +1

CARTESIAN COORDINATES (ANGSTROEM)
Ca -0.6316 0.4750 0.8548
C -2.4569 0.3513 4.7455
C -2.1831 1.6324 5.2410
C -1.0190 2.3197 4.8771
C -0.0891 1.6280 4.1005
C -0.3696 0.3665 3.5591
C -1.6095 -0.2772 3.8866
H -3.3132 -0.2090 5.1305
H -2.9035 2.1412 5.9179
H -0.8933 3.3517 5.2341
H 0.8734 2.0634 3.8781
H 0.4537 -0.1024 3.0402
H -1.8956 -1.2023 3.4453
C 0.8517 5.6963 2.1869
C -0.2739 5.1548 1.5862
C -0.1735 3.9220 0.9036
C 1.0710 3.3023 0.6802
C 2.2205 4.0380 1.0901
C 2.0811 5.1168 1.9203
N 1.0443 2.0472 0.1792
C 2.0420 1.5243 -0.5448
C 2.7481 2.2682 -1.4820
C 3.8998 1.7742 -2.0511
C 4.3139 0.4372 -1.7439
C 3.4752 -0.4679 -1.0956
C 2.2490 0.0496 -0.5182
N 1.2198 -0.5903 0.0173
N -0.9825 -1.7579 0.4408
C -2.2996 -1.8913 0.6180
C -3.0743 -3.1004 0.7448
C -4.4188 -3.0323 1.0501
C -5.0422 -1.8420 1.0794
C -4.2699 -0.6542 1.0564
N -2.9467 -0.6696 0.9026
H 0.8191 6.5923 2.8034
H -1.2571 5.6249 1.5997
H -1.1325 3.4931 0.6178
H 3.2491 3.6415 0.8937
H 2.9441 5.6357 2.4089
H 2.4843 3.2959 -1.6225
H 4.4923 2.3717 -2.7038
H 5.3538 0.1965 -2.0301
H 3.7709 -1.5188 -0.9177
H -2.5068 -4.0113 0.6438
H -5.0047 -3.9099 1.2556
H -6.1226 -1.7678 1.2626
H -4.7488 0.2769 1.0228
C -0.2503 -4.1942 -0.6289
As 0.7048 -2.3892 -0.3211
C 1.7864 -3.1136 1.0637
C 0.9896 -2.4419 -2.2939
C 1.7780 -3.4500 -2.9210
C 2.1550 -3.3116 -4.2237
C 1.5744 -2.3243 -5.0363
C 0.6630 -1.3991 -4.4561
C 0.4451 -1.4275 -3.0891
As -0.6914 -0.0776 -2.2127
C -2.3954 -0.5350 -3.1415
C -0.0898 1.6048 -3.0886
H 0.4815 -4.9379 -1.0342
H -1.0494 -3.9797 -1.3384
H -0.6426 -4.5402 0.3668
H 2.4344 -3.9668 0.7267
H 1.0946 -3.5144 1.8294
H 2.3289 -2.2510 1.4691
H 2.0727 -4.4042 -2.4089
H 2.8494 -4.0549 -4.7226
H 1.7571 -2.2631 -6.1029
H 0.1408 -0.6465 -5.0293
H -2.9445 0.3925 -3.3487
H -2.8977 -1.0821 -2.3724
H -2.2532 -1.1401 -4.0983
H -0.9160 1.7988 -3.7895
H 0.8737 1.4600 -3.5830
H -0.0379 2.4047 -2.3797

4.
Below is a 2-piece molecular cluster, C8H7NO3S overall at a distorted geometry, with properties calculated with wB97M-V/def2-TZVPD.

Energy above the lowest of the compared OMol25 structures with the same formula, charge and spin ... 260.79 kJ/mol
Spin multiplicity ... 1
Structure (SMILES) ... O=C=C1C=CC=C[C@H]1SO.N=C=O
Gap between HOMO and LUMO ... 8.2462 eV
Total charge ... 0

CARTESIAN COORDINATES (ANGSTROEM)
O -3.0077 -1.9424 -0.7571
C -2.2384 -1.1787 -0.3303
C -1.3668 -0.4862 0.3377
C -0.0484 -1.1769 0.5985
C 0.8906 -0.5152 1.2601
C 0.6416 0.7403 1.9344
C -0.5071 1.3257 1.7483
C -1.4985 0.8679 0.7575
S -1.0280 1.8443 -0.7623
O 0.0795 0.7431 -1.2996
H -0.0189 -2.2117 0.3437
H 1.8544 -0.9459 1.3057
H 1.4159 1.1112 2.6626
H -0.7146 2.3060 2.2579
H -2.4317 1.2554 1.1958
H 0.6135 0.5345 -0.4714
N 1.5794 -1.0787 -2.3440
C 2.1069 -0.1231 -2.8827
O 2.0743 0.9917 -3.2990
H 1.6040 -2.0615 -2.2556

5.
Below is C2H8O10V as an isolated structure at a distorted geometry, with properties calculated with wB97M-V/def2-TZVPD.

Spin multiplicity ... 4
<S²> ... 4.1331
Gap between HOMO and LUMO (alpha / beta) ... 6.0110 / 6.4798 eV
Total charge ... 0

CARTESIAN COORDINATES (ANGSTROEM)
V 0.0544 0.0427 -0.1112
C -0.9815 -1.2975 -2.1100
O -0.9735 -0.0636 -1.9651
O -0.0965 -1.8667 -2.7528
O -0.9605 -1.6582 -0.9732
C 2.4844 -0.0415 -1.4542
O 2.4729 -0.5284 -2.5972
O 1.7396 0.8753 -1.1015
O 1.8958 -1.0191 -0.8954
O -0.8619 2.1438 -0.1943
H -0.5691 2.7301 -0.8919
H -1.7132 2.4923 0.0706
O -1.9258 -0.0041 1.1434
H -1.9591 -0.7449 1.7486
H -2.7742 0.4272 1.2450
O 0.6129 1.1641 1.6481
H 1.2056 1.9150 1.6833
H 0.5424 0.8712 2.5566
O 0.5375 -1.4833 1.4508
H 0.2978 -2.3761 1.2024
H 0.9719 -1.5785 2.2984

6.
Below is the molecule C3H10NO2P at a distorted geometry, with properties calculated with wB97M-V/def2-TZVPD.

Energy above the lowest of the compared OMol25 structures with the same formula, charge and spin ... 97.83 kJ/mol
Spin multiplicity ... 1
Structure (SMILES) ... CC(C)[P@](N)(=O)O
Gap between HOMO and LUMO ... 10.8727 eV
Total charge ... 0

CARTESIAN COORDINATES (ANGSTROEM)
C -0.8995 -0.7722 -1.1614
C -0.3646 0.1328 -0.0388
C -0.8551 1.6587 -0.2147
P 1.4617 -0.0435 0.0195
N 2.3232 1.3735 -0.0241
O 2.1141 -0.7975 -1.0948
O 1.6715 -0.5656 1.4800
H -0.8404 -1.8253 -0.7074
H -0.2261 -0.6974 -2.0802
H -1.9306 -0.5620 -1.4252
H -0.5742 -0.1999 0.9522
H -1.8190 1.5329 -0.6894
H -0.1947 2.1470 -0.8168
H -1.1266 2.2895 0.6312
H 2.6755 1.4527 -0.9771
H 2.2323 2.2696 0.4235
H 2.4616 -1.1190 1.5272